[1]
This record from OMol25 describes 8 unconnected molecules or ions with the total composition C21H47Br6N5O5 in a non-equilibrium geometry. The level of theory is ωB97M-V/def2-TZVPD.

```
! wB97M-V def2-TZVPD RIJCOSX def2/J DEFGRID3
* xyz 0 1
C 4.13024 2.67358 0.60321
O 3.79668 3.39252 1.53327
N 3.96926 1.34655 0.53438
C 4.31108 0.58245 -0.65044
C 3.58334 0.56197 1.69938
H 4.58851 3.11630 -0.30032
H 4.51001 1.30652 -1.44073
H 3.48898 -0.05241 -0.97446
H 5.17146 -0.06376 -0.48115
H 4.34031 -0.19265 1.92034
H 3.41782 1.21274 2.55166
H 2.66851 0.01513 1.45621
C -3.05293 2.21285 2.32933
O -3.59351 2.40123 3.40774
N -3.64442 1.57603 1.29411
C -3.06533 1.64814 -0.04133
C -4.97205 1.02107 1.38333
H -2.03173 2.54734 2.11464
H -2.04717 2.03105 -0.04415
H -3.66473 2.35799 -0.62025
H -3.04648 0.67363 -0.53539
H -5.18209 0.77944 2.42479
H -5.79904 1.65260 1.05074
H -4.96521 0.09583 0.80354
C 0.30697 1.18801 1.18214
O 0.13837 1.75169 2.23921
N -0.19316 -0.02180 0.85105
C -0.00306 -0.60911 -0.45247
C -0.94824 -0.77067 1.83026
H 0.93817 1.55849 0.36288
H 0.44993 -1.60663 -0.38607
H 0.69294 -0.04412 -1.06862
H -0.97413 -0.77016 -0.92699
H -2.00016 -0.91940 1.56684
H -0.45907 -1.72892 2.01592
H -1.00558 -0.23398 2.77654
C -2.41957 -3.09942 -2.87677
O -2.79093 -1.94554 -2.85920
N -2.40524 -3.92601 -1.80850
C -2.67291 -3.47511 -0.47225
C -2.25627 -5.36007 -1.98587
H -2.14179 -3.62905 -3.80220
H -3.68255 -3.75011 -0.14627
H -2.62113 -2.39611 -0.35347
H -1.98487 -3.88627 0.26715
H -1.84924 -5.56436 -2.97603
H -1.55920 -5.77497 -1.25816
H -3.21579 -5.87277 -1.90302
C 2.76856 -3.11220 -1.49928
O 3.06082 -2.42803 -0.54249
N 2.03624 -4.25069 -1.42413
C 1.72151 -5.02197 -2.60070
C 1.54480 -4.71958 -0.15940
H 3.00962 -2.87751 -2.54745
H 2.39114 -4.79941 -3.42856
H 0.69731 -4.80723 -2.93660
H 1.72496 -6.09423 -2.39831
H 1.71338 -5.78656 -0.01265
H 1.98966 -4.13165 0.64235
H 0.47189 -4.57630 0.01241
Br 1.17594 2.94303 -1.87160
C 1.41718 4.68174 -0.99015
C 1.10883 4.63425 0.48175
Br -0.82394 4.66704 0.80846
H 0.76099 5.41434 -1.45705
H 2.42965 4.99334 -1.23395
H 1.54189 5.53139 0.92870
H 1.57101 3.82329 1.03783
Br -2.59703 2.76592 -3.57746
C -1.93799 0.93355 -3.71209
C -0.68375 0.83860 -4.54423
Br -0.02916 -0.99624 -4.40074
H -2.76971 0.35762 -4.10440
H -1.81221 0.56902 -2.69627
H 0.10509 1.50830 -4.22133
H -0.91783 1.00905 -5.59049
Br 1.40330 5.55945 4.83193
C 0.83957 3.70293 4.60309
C 1.14418 3.02923 5.92474
Br 1.00744 1.06288 5.78893
H 1.34354 3.29486 3.73499
H -0.23495 3.71747 4.44039
H 0.40521 3.33312 6.65638
H 2.16785 3.22148 6.22284
*
```

Results
- E_LUMO: 0.092 eV
- Structure (SMILES): CN(C)C=O.CN(C)C=O.CN(C)C=O.CN(C)C=O.CN(C)C=O.BrCCBr.BrCCBr.BrCCBr
- Electronic energy: -16922.44785 hartree
- HOMO level: -8.856 eV
- Orbital gap: 0.3288 hartree
- Energy above the lowest of the compared OMol25 structures with the same formula, charge and spin: 0.0239 eV
- Maximum force: 1.142 eV Å⁻¹

***

[2]
This record from OMol25 describes a molecular structure, C21H47CoNO2SSi2 in a non-equilibrium geometry. The level of theory is ωB97M-V/def2-TZVPD.

```
! wB97M-V def2-TZVPD RIJCOSX def2/J DEFGRID3
* xyz 1 5
O 2.14226 2.02604 -0.76547
O -2.65903 3.47494 -0.69672
C 1.90211 2.54190 0.55624
C 3.20300 2.55576 1.33964
H 1.19063 1.90428 1.11084
H 1.43606 3.53927 0.54115
H 3.50492 1.53911 1.57229
H 3.09416 3.05796 2.30405
H 4.00614 3.01828 0.75643
C 1.22497 2.55905 -1.73766
C 0.74933 3.99874 -1.54844
H 0.34479 1.88336 -1.78592
H 1.75612 2.47780 -2.70270
H -0.24263 4.05906 -1.06245
H 0.64095 4.43353 -2.55713
H 1.48114 4.59950 -0.98358
C -3.08160 2.38119 -1.49671
C -3.32290 3.62406 0.55508
C -2.62468 2.60301 -2.91727
H -4.17492 2.27912 -1.47170
H -2.65360 1.43792 -1.12593
H -3.05088 3.52173 -3.31551
H -2.95230 1.77288 -3.53974
H -1.54039 2.67438 -3.01118
C -3.45697 5.08791 0.96373
H -2.71202 3.12206 1.32774
H -4.32214 3.14993 0.53072
H -2.49736 5.61606 0.92884
H -3.82652 5.12196 1.99433
H -4.17891 5.61324 0.32593
H -0.56719 -1.20433 1.92561
Co 1.32070 -1.69253 -0.98946
C -0.99129 -0.35940 2.46782
Si -2.44196 -1.15766 3.30740
H -0.25898 0.04966 3.17129
H -1.25871 0.36584 1.70506
C -3.00582 -0.18826 4.81045
C -1.68651 -2.85868 3.61826
C -3.64548 -1.33834 1.88623
C 2.96599 -0.91905 -0.81468
Si 2.89710 -1.38026 -2.64801
H 3.59842 -1.42885 -0.03959
H 2.99992 0.18814 -0.75794
C 4.01687 -0.22174 -3.56991
C 1.08210 -0.99570 -3.15169
C 3.17058 -3.20486 -2.85259
H -3.44728 -0.54892 1.14857
H -4.67804 -1.22042 2.21807
H -3.53813 -2.31160 1.39044
H -2.17637 -0.00084 5.52067
H -3.78022 -0.80844 5.31950
H -3.46841 0.78318 4.55679
H -0.59499 -2.76783 3.69104
H -1.92324 -3.50970 2.76386
H -2.03927 -3.33320 4.53396
H 1.30186 -0.27257 -3.95961
H 0.41152 -0.43498 -2.47147
H 0.54447 -1.84087 -3.60687
H 3.55031 -3.34888 -3.87034
H 2.24363 -3.78543 -2.71997
H 3.91439 -3.53897 -2.11533
H 4.22067 -0.63454 -4.56785
H 4.96679 -0.10254 -3.03000
H 3.56699 0.77607 -3.68263
S -0.65136 -2.74553 -0.91191
C 0.31182 -3.90040 -0.08728
C 0.10738 -5.26180 0.16225
C 1.08828 -5.97329 0.86891
C 2.21137 -5.30019 1.33475
C 2.38126 -3.96387 1.03331
N 1.49148 -3.29493 0.26961
H -0.79255 -5.72004 -0.24177
H 0.96918 -7.04039 1.02238
H 2.98103 -5.82423 1.89936
H 3.25199 -3.40288 1.37439
*
```

Results
- E_LUMO (alpha / beta): -2.817 / -5.759 eV
- Electronic energy: -3393.19322 hartree
- HOMO level (alpha / beta): -11.518 / -11.392 eV
- Orbital gap (alpha / beta): 0.3197 / 0.2070 hartree
- Energy above the lowest of the compared OMol25 structures with the same formula, charge and spin: 0.7773 eV
- Maximum force: 3.887 eV Å⁻¹

***

[3]
This record from OMol25 describes a molecular structure, C21H47EuFOPS in a non-equilibrium geometry. The level of theory is ωB97M-V/def2-TZVPD.

```
! wB97M-V def2-TZVPD RIJCOSX def2/J DEFGRID3
* xyz 2 7
C 2.36033 -0.17322 3.31955
C 3.11579 -0.85859 1.99534
C 4.70219 -0.44734 1.90127
C 4.91762 1.19587 1.87492
C 4.39156 1.86474 0.45545
C 2.81437 2.26740 0.65969
C 2.39984 3.71053 -0.02883
C 1.06065 3.50731 -0.97382
C -0.35286 3.88820 -0.23256
C -0.77157 2.88896 1.00163
C -2.15850 2.02356 0.65134
C -1.83730 0.48168 0.16045
P -2.46843 -0.87996 1.34086
F -2.96465 -2.16100 2.47194
C -4.04998 -1.22396 0.32394
C -4.82874 0.11032 -0.22360
C -6.39613 -0.31531 -0.58276
S -6.66800 -0.28181 -2.45898
C -1.57930 -2.19734 0.25095
C -0.11009 -2.65813 0.81233
C 0.76451 -3.13166 -0.53222
C 1.32936 -1.81313 -1.34389
C 1.20644 -1.93008 -2.98608
O -0.20190 -1.64177 -3.37217
C -0.77491 -2.73853 -4.16766
H 3.14994 0.29828 4.04542
H 1.62782 0.69877 3.00860
H 1.73326 -1.05431 3.79848
H 3.05643 -2.04489 2.09623
H 2.54139 -0.51335 1.03385
H 5.22818 -0.86657 2.86178
H 5.20911 -0.97243 0.96383
H 6.09312 1.37922 1.90389
H 4.44063 1.71748 2.83180
H 4.99082 2.86430 0.20396
H 4.47709 1.10897 -0.45372
H 2.57490 2.37804 1.82186
H 2.05072 1.45976 0.24748
H 2.10140 4.52882 0.78660
H 3.23853 4.17285 -0.70338
H 1.14331 4.22413 -1.92209
H 0.94902 2.39630 -1.39042
H -0.24591 4.97150 0.20320
H -1.17196 3.96034 -1.09146
H 0.11345 2.19034 1.35836
H -1.05188 3.57372 1.93645
H -2.93096 2.10588 1.52630
H -2.65592 2.56197 -0.29029
H -2.14751 0.30388 -0.97828
H -0.64682 0.39245 0.15767
H -3.13258 0.05216 2.22793
H -1.26546 -0.69628 2.14777
H -3.88920 -1.97960 -0.57823
H -4.80979 -1.78197 1.05660
H -4.77098 1.03652 0.51946
H -4.33202 0.37448 -1.27636
H -7.17001 0.37184 0.00582
H -6.61078 -1.41841 -0.18456
H -6.10966 0.94083 -2.94458
H -2.21703 -3.19596 0.11800
H -1.44779 -1.77453 -0.85240
H -0.22490 -3.63178 1.49334
H 0.49421 -1.82384 1.36758
H 1.69493 -3.79577 -0.25728
H 0.05803 -3.79810 -1.20558
H 2.42216 -1.51078 -0.97695
H 0.63545 -0.91081 -1.02893
H 1.62785 -2.92589 -3.43382
H 1.84389 -1.03901 -3.46044
H -0.06176 -3.05385 -5.04066
H -1.86420 -2.50776 -4.54046
H -0.86881 -3.67820 -3.44574
Eu 2.22999 -4.57549 -3.98371
*
```

Results
- E_LUMO (alpha / beta): -9.859 / -9.712 eV
- Electronic energy: -2452.00963 hartree
- HOMO level (alpha / beta): -12.437 / -12.445 eV
- Orbital gap (alpha / beta): 0.0947 / 0.1004 hartree
- Maximum force: 4.465 eV Å⁻¹